Entry 1:
21
Properties=species:S:1:pos:R:3:forces:R:3:nbo_charge:R:1 method="wB97M-V/def2-TZVPD" energy_ha=-746.591871 de_lowest_kcal_mol=10.0 total_charge=0 molar_mass_g_mol=130.209 max_force_ev_per_a=1.088 orbital_gap_ev=9.603
C -2.5545 0.2430 -1.1543 -0.323 0.467 0.055 -0.61
C -2.4422 0.2339 0.3712 -0.483 -0.492 0.036 -0.41
C -1.5903 -0.9403 0.8427 0.680 0.848 0.045 -0.51
S -1.5086 -1.1296 2.6494 -0.524 -0.032 0.119 -0.03
H -3.4281 0.8203 -1.4815 0.081 -0.259 0.070 0.22
H -1.7050 0.7478 -1.5878 0.451 0.042 -0.177 0.21
H -2.5998 -0.7558 -1.5884 -0.160 -0.035 0.088 0.20
H -3.4306 0.2036 0.8362 -0.048 -0.194 -0.062 0.20
H -1.9993 1.1567 0.7268 0.173 0.194 0.053 0.21
H -1.8554 -1.8766 0.3862 -0.387 -0.364 -0.131 0.21
H -0.5794 -0.7099 0.5210 0.244 -0.180 -0.123 0.21
H -0.1953 -1.0196 2.7877 0.310 -0.004 0.028 0.09
O 2.7042 -0.0948 1.8666 -0.294 0.382 -0.360 -0.95
H 1.7518 -0.1096 2.0357 0.358 -0.189 0.296 0.48
H 3.1138 -0.8428 2.3064 -0.184 -0.127 0.088 0.49
O 1.8023 0.2428 -0.9332 0.077 -0.284 0.616 -0.97
H 1.5261 -0.6834 -0.9775 0.078 0.213 -0.196 0.47
H 2.2195 0.2970 -0.0493 -0.012 0.007 -0.393 0.50
O 3.9664 1.3026 -2.6182 -0.201 0.110 0.051 -0.96
H 3.3389 0.8364 -2.0434 0.006 -0.014 -0.086 0.49
H 3.4653 2.0784 -2.8964 0.158 -0.091 -0.017 0.46



Entry 2:
21
Properties=species:S:1:pos:R:3:forces:R:3:nbo_charge:R:1 method="wB97M-V/def2-TZVPD" energy_ha=-423.602274 de_lowest_kcal_mol=41.6 total_charge=0 molar_mass_g_mol=114.141 max_force_ev_per_a=1.663 orbital_gap_ev=9.505
C 1.4439 1.5909 0.3324 1.180 0.867 -0.087 -0.39
C 0.3164 2.2697 0.1939 -0.810 -0.417 -0.737 -0.20
C -0.8464 1.8080 -0.6901 0.533 1.301 -0.889 -0.67
H 2.1247 1.8004 1.1386 0.232 0.602 0.202 0.19
H 1.9205 0.9973 -0.4323 -0.898 -0.882 0.155 0.20
H 0.1651 3.2103 0.7249 -0.205 -0.550 0.596 0.20
H -1.1835 0.8038 -0.4409 -0.280 0.264 0.226 0.23
H -0.6092 1.7762 -1.7617 0.417 -0.121 0.143 0.22
H -1.6271 2.5852 -0.6683 -0.142 -0.683 0.377 0.21
O 1.3457 -1.0232 -1.3629 -0.333 -0.276 -0.350 -0.97
H 1.4533 -1.5933 -0.5879 0.155 0.244 0.184 0.49
H 2.2020 -0.9117 -1.7822 0.062 -0.189 0.044 0.47
O -1.7239 -2.3053 -0.7066 0.654 -0.027 -0.050 -0.96
H -2.4476 -2.3256 -1.3345 -0.021 -0.023 -0.146 0.49
H -0.9047 -2.2053 -1.2221 -0.585 0.234 -0.348 0.48
O 0.3979 -2.1557 1.0445 0.388 -0.144 -0.460 -0.97
H -0.2193 -2.5211 0.3869 -0.027 -0.166 0.905 0.49
H 0.8229 -2.8913 1.5022 -0.281 0.073 -0.097 0.48
O -1.0597 0.1531 2.1706 -0.270 0.754 0.267 -0.94
H -0.5994 -0.1828 1.3988 0.232 -0.223 0.021 0.48
H -0.9717 1.1203 2.0969 0.001 -0.639 0.045 0.46



Entry 3:
21
Properties=species:S:1:pos:R:3:forces:R:3:nbo_charge:R:1 method="wB97M-V/def2-TZVPD" energy_ha=-423.611913 de_lowest_kcal_mol=35.5 total_charge=0 molar_mass_g_mol=114.141 max_force_ev_per_a=1.728 orbital_gap_ev=10.080
C 1.2741 -3.6242 0.2531 -0.271 0.204 0.167 -0.39
C 0.9092 -2.3697 0.5077 0.921 -0.550 -0.289 -0.18
C 1.8938 -1.3705 1.0808 -0.506 -1.078 1.253 -0.66
H 0.6033 -4.3595 -0.1689 -0.116 0.025 0.024 0.20
H 2.2682 -3.9699 0.5116 0.062 0.033 -0.132 0.19
H -0.1132 -2.0527 0.3159 0.145 0.121 -0.062 0.20
H 2.3083 -0.6913 0.3499 -0.231 0.538 -0.036 0.21
H 1.3691 -0.9340 1.9351 0.157 0.925 -0.366 0.22
H 2.7433 -1.8578 1.5876 -0.175 -0.185 -0.573 0.21
O 1.4335 3.4625 0.7497 0.466 -0.570 -1.113 -0.93
H 2.2345 3.0081 0.4269 -0.551 0.345 0.236 0.46
H 1.6264 3.6520 1.6558 0.131 0.228 0.896 0.47
O -2.5101 0.8282 0.1848 -0.528 -0.947 -0.526 -0.97
H -1.8087 0.7687 -0.4753 0.155 0.370 0.140 0.50
H -2.3385 1.5747 0.7359 0.501 0.751 0.417 0.47
O -0.0504 1.3735 -1.4778 0.782 -0.431 0.171 -0.95
H 0.5529 2.0578 -1.7948 -0.380 0.148 -0.009 0.48
H 0.5698 0.7330 -1.0865 -0.460 0.159 -0.126 0.47
O -4.2846 1.3030 -2.1094 -0.377 0.100 -1.329 -0.97
H -5.0189 0.8247 -1.7128 0.512 0.231 0.493 0.47
H -3.6623 1.6434 -1.4693 -0.235 -0.416 0.763 0.49



Entry 4:
21
Properties=species:S:1:pos:R:3:forces:R:3:nbo_charge:R:1 method="wB97M-V/def2-TZVPD" energy_ha=-423.637556 de_lowest_kcal_mol=19.5 total_charge=0 molar_mass_g_mol=114.141 max_force_ev_per_a=1.269 orbital_gap_ev=10.646
C 0.7301 1.0460 -0.0733 -0.710 -0.667 0.814 -0.63
C 1.3510 0.9550 -1.4331 1.032 -0.263 -0.290 0.09
C 1.9125 -0.4248 -1.7213 0.180 -0.791 -0.655 -0.63
O 0.3713 1.2629 -2.4149 -0.157 0.325 -0.256 -0.72
H 0.5063 2.0637 0.2493 -0.037 0.016 -0.180 0.21
H -0.2071 0.4625 -0.1262 0.207 0.386 0.116 0.23
H 1.3130 0.5480 0.7187 0.138 0.227 -0.384 0.20
H 2.1906 1.6441 -1.5739 -0.055 0.197 0.378 0.15
H 2.6306 -0.7974 -0.9825 -0.224 0.254 0.097 0.21
H 1.1190 -1.1712 -1.8475 -0.053 0.188 0.307 0.21
H 2.4385 -0.4373 -2.6859 -0.080 0.210 0.165 0.21
H 0.7055 2.0106 -2.9178 -0.230 -0.084 -0.090 0.47
O 1.7942 1.8742 3.6683 -0.206 -0.157 -0.341 -0.94
H 1.1939 2.5502 3.9967 0.010 0.008 0.003 0.47
H 1.3685 1.5387 2.8633 0.183 0.148 0.311 0.47
O -3.7860 -2.8943 -0.3823 0.307 0.012 0.364 -0.94
H -4.1434 -3.2208 0.4513 -0.115 -0.030 -0.167 0.46
H -2.9262 -2.5327 -0.1129 -0.187 0.091 -0.170 0.48
O -1.6061 -1.4059 1.3873 -0.125 -0.169 0.091 -0.94
H -2.2598 -0.9727 1.9478 0.011 0.066 -0.093 0.48
H -1.3422 -2.1815 1.8948 0.112 0.031 -0.019 0.47



Entry 5:
21
Properties=species:S:1:pos:R:3:forces:R:3:nbo_charge:R:1 method="wB97M-V/def2-TZVPD" energy_ha=-423.637496 de_lowest_kcal_mol=19.5 total_charge=0 molar_mass_g_mol=114.141 max_force_ev_per_a=2.332 orbital_gap_ev=10.844
C 4.8457 3.9191 4.2080 -0.454 -0.002 1.230 -0.65
C 5.0442 5.4645 4.1920 -0.674 -1.255 1.097 0.10
C 5.0912 5.9710 5.6864 -1.161 1.267 -1.082 -0.63
O 6.2526 5.7036 3.4977 -1.346 1.901 -0.124 -0.74
H 5.7700 3.4060 4.5402 -0.327 0.377 0.134 0.20
H 4.5808 3.4412 3.2822 -0.072 0.305 -0.790 0.22
H 4.0315 3.6319 4.9077 0.539 0.215 -0.218 0.21
H 4.2083 5.9117 3.6415 0.246 0.194 0.157 0.17
H 4.0975 5.8560 6.2163 1.051 0.125 -0.735 0.21
H 5.3950 7.0541 5.7381 -0.508 -0.917 -0.139 0.19
H 5.8324 5.4436 6.2322 0.723 -0.697 0.489 0.22
H 6.7048 4.9008 3.6176 1.698 -1.327 -0.106 0.49
O 7.5502 8.3424 4.1258 0.072 0.279 0.311 -0.95
H 6.9099 8.1261 4.8079 -0.030 0.154 0.266 0.46
H 7.3527 7.6477 3.5012 -0.026 -0.480 -0.605 0.49
O 8.6110 4.8869 4.2789 0.503 -0.690 -0.233 -0.96
H 8.4258 5.7336 4.6765 -0.383 0.650 0.327 0.49
H 9.5675 4.8563 4.1982 0.043 -0.179 -0.144 0.47
O 8.8287 6.7215 6.5218 0.946 0.195 -0.507 -0.95
H 8.8860 7.7023 6.5079 0.175 -0.998 -0.243 0.49
H 9.6276 6.3684 6.0488 -1.017 0.883 0.916 0.47



Entry 6:
21
Properties=species:S:1:pos:R:3:forces:R:3:nbo_charge:R:1 method="wB97M-V/def2-TZVPD" energy_ha=-423.597221 de_lowest_kcal_mol=44.8 total_charge=0 molar_mass_g_mol=114.141 max_force_ev_per_a=7.058 orbital_gap_ev=9.856
C 0.7115 -3.1878 1.3191 -1.544 -1.120 2.019 -0.63
C 0.6727 -2.6598 -0.1002 2.423 0.628 0.144 -0.42
C 1.2259 -1.1353 -0.1086 -2.746 -2.924 -5.807 -0.04
O 0.1044 -0.3581 0.0944 -1.415 0.197 0.400 -0.75
H 1.6991 -3.2804 1.8934 -1.006 -0.371 -1.557 0.21
H 0.2114 -2.4552 1.9938 -0.074 -0.248 -0.590 0.21
H 0.0283 -4.1356 1.4281 1.686 1.412 -0.049 0.21
H -0.2989 -2.7760 -0.5964 -0.136 0.827 0.644 0.22
H 1.2728 -3.2706 -0.8161 0.230 0.369 0.790 0.19
H 1.5092 -1.0891 -1.2536 -0.073 0.533 1.829 0.13
H 2.0696 -0.8637 0.4043 1.948 0.152 1.902 0.17
H 0.2456 0.5231 0.4194 0.553 0.725 0.224 0.50
O 0.0210 2.7036 -1.6138 0.290 -0.338 -0.172 -0.96
H 0.0185 3.6290 -1.3288 -0.677 -0.573 -0.158 0.48
H -0.8697 2.3261 -1.7192 0.345 0.950 0.323 0.49
O -3.0396 1.0354 -1.2439 1.368 -1.404 0.290 -0.95
H -3.3704 0.4453 -0.5381 -0.050 0.596 -0.373 0.47
H -2.1740 0.5740 -1.4277 -1.151 0.696 0.120 0.47
O 0.6373 2.4143 1.6602 -2.478 0.593 0.123 -0.94
H 0.3193 3.3109 1.8869 0.127 -0.802 -0.218 0.48
H 1.5561 2.4768 1.7163 2.380 0.101 0.115 0.47